# 1
ORCA calculation (the ωB97M-V functional and the def2-TZVPD basis) on C40H57AgN4O5S2Sb2 as an isolated structure.

Calculated values
- Electronic energy: -3577.37426 Ha
- Net charge: -2

XYZ file:
```
111
Properties=species:S:1:pos:R:3:forces:R:3
Ag -0.432107 -0.467101 0.196216 0.2 -0.1 0.2
C -0.899281 0.455945 4.244876 0.0 0.0 0.0
Sb 0.433865 0.761824 2.586742 -0.1 -0.3 -0.2
C 1.454585 2.422603 3.479674 0.1 0.0 0.0
C 1.795634 -0.879748 3.184616 0.0 0.1 0.0
C 3.099233 -0.468960 3.778923 0.1 0.0 -0.1
C 3.162588 -0.202165 5.149391 0.0 0.0 0.0
C 4.323263 0.237245 5.765008 0.0 0.0 0.0
C 5.469887 0.419994 5.005467 0.0 0.0 0.0
C 5.432281 0.147459 3.646878 0.0 0.0 0.0
C 4.274178 -0.302604 3.008110 -0.1 0.0 0.0
C 4.314134 -0.558060 1.533871 -0.1 -0.2 0.1
Sb 3.502402 1.115029 0.394644 0.1 0.1 0.0
C 4.446804 0.548305 -1.452492 0.0 0.1 0.1
C 5.150849 2.406777 0.975309 0.0 0.0 0.0
H -1.382731 -0.511830 4.110151 0.0 0.0 0.0
H -1.664737 1.231225 4.233975 0.0 0.0 0.0
H -0.348778 0.477690 5.188099 0.0 0.0 0.0
H 2.067655 2.094176 4.319821 0.0 0.0 0.0
H 0.681074 3.110539 3.821642 0.0 0.0 0.0
H 2.057269 2.930774 2.729718 0.0 0.0 0.0
H 1.897860 -1.504227 2.299967 0.0 0.0 -0.1
H 1.205352 -1.445265 3.909203 0.0 0.0 0.0
H 2.261653 -0.339230 5.739326 0.0 0.0 0.0
H 4.330435 0.438013 6.829934 0.0 0.0 0.0
H 6.388771 0.763276 5.466089 0.0 0.0 0.0
H 6.330017 0.277189 3.050508 0.0 0.0 0.0
H 3.730387 -1.432617 1.232596 0.1 0.1 0.1
H 5.342046 -0.705702 1.196296 0.0 0.0 0.0
H 5.383736 0.023797 -1.252111 0.0 0.0 0.0
H 4.654566 1.453157 -2.026806 0.0 0.0 0.0
H 3.765000 -0.086847 -2.010668 0.0 0.0 0.0
H 6.109087 1.977268 0.674871 0.0 0.0 0.0
H 5.143295 2.548837 2.057894 0.0 0.0 0.0
H 5.028356 3.379636 0.495789 0.0 0.0 0.0
N 1.045133 0.809932 -1.923415 -0.1 0.2 -0.3
C 0.212688 0.505186 -2.671095 -0.1 -0.3 0.2
N -0.697283 0.104281 -3.546771 0.2 0.1 -0.2
C -1.644077 -0.985387 -3.284758 0.4 -0.1 0.4
C -1.905033 -1.695452 -4.587308 0.0 0.0 -0.3
O -2.360700 -0.798406 -5.616198 0.1 -0.2 0.2
C -1.387930 0.197551 -5.854555 0.1 0.0 0.0
C -1.100456 1.014154 -4.607144 -0.2 0.1 -0.1
H -2.579989 -0.558318 -2.902221 0.0 -0.1 0.1
H -1.184657 -1.673203 -2.541819 -0.3 0.2 0.0
H -2.688802 -2.439158 -4.455831 0.0 0.0 0.0
H -0.986575 -2.198823 -4.926533 -0.1 0.1 0.0
H -1.778679 0.840179 -6.646394 0.0 0.0 0.0
H -0.453430 -0.269168 -6.199730 0.0 0.0 0.0
H -1.994941 1.567086 -4.296572 0.1 -0.1 -0.1
H -0.294084 1.724064 -4.797859 0.0 0.0 0.0
O -2.577316 2.234466 -2.336719 0.0 0.2 -0.3
C -2.999300 1.812618 -1.269737 -0.2 -0.3 0.7
N -2.269409 1.508593 -0.173987 0.1 0.2 -0.2
S -3.172419 1.215633 1.115446 -0.1 -0.1 0.1
O -3.186396 2.343839 2.025948 0.0 0.0 0.0
O -2.868732 -0.067243 1.699603 -0.2 0.2 0.1
C -4.736251 1.172892 0.261926 0.1 0.0 0.0
C -6.003800 0.851457 0.699397 0.0 0.0 0.1
C -7.039946 0.917358 -0.226414 0.0 0.0 0.0
C -6.792607 1.303288 -1.539599 0.0 0.0 -0.1
C -5.505955 1.628231 -1.957430 0.0 0.0 -0.1
C -4.478087 1.553910 -1.038578 -0.1 0.0 0.0
H -6.179719 0.542318 1.721822 0.0 0.0 0.0
H -8.048538 0.659174 0.072786 0.0 0.0 0.0
H -7.614981 1.335869 -2.244298 0.0 0.0 0.0
H -5.288824 1.915522 -2.978877 0.0 0.0 0.0
O 0.331720 3.886100 1.141756 0.0 0.1 0.0
S -0.194105 3.814607 -0.258826 0.1 0.1 0.0
C 0.550540 5.261978 -1.104052 0.0 -0.1 0.0
C -0.213314 6.536259 -0.701412 0.0 0.1 -0.1
C -1.389722 6.125282 0.192628 0.0 0.0 0.1
C -1.771585 4.714445 -0.218306 0.0 -0.1 0.0
H 0.487975 5.063886 -2.176090 0.0 0.0 0.0
H 1.599220 5.254060 -0.809516 0.0 0.0 0.0
H -0.586880 7.029724 -1.602180 0.0 0.0 0.0
H 0.437669 7.249151 -0.194650 0.0 0.0 0.0
H -2.229742 6.817159 0.104618 0.0 0.0 0.0
H -1.077491 6.101677 1.237772 0.0 0.0 0.0
H -2.192972 4.651892 -1.226031 0.0 0.0 0.0
H -2.417054 4.189652 0.485013 0.0 0.0 0.0
C 1.644385 -2.866857 -3.154711 0.1 0.0 0.0
C 2.100595 -3.667424 -1.924219 -0.1 0.1 0.0
C 2.900677 -2.769910 -0.965446 -0.1 -0.1 -0.1
C 0.949223 -4.374864 -1.228734 0.2 -0.2 0.0
C 0.938131 -5.756642 -1.243763 0.0 0.1 0.0
C -0.035678 -6.517212 -0.593263 -0.1 0.0 0.0
C -1.005975 -5.808504 0.122457 0.1 0.1 -0.1
C -1.059330 -4.425673 0.179275 0.0 -0.1 0.1
C -2.153323 -3.826999 1.047504 0.0 0.0 0.0
C -1.584507 -3.160066 2.306925 0.0 0.0 0.0
C -3.133934 -2.918853 0.294418 0.0 0.0 0.0
C -0.094699 -3.589429 -0.559790 -0.4 0.2 -0.1
N -0.142075 -2.291670 -0.728673 0.1 0.2 0.0
H 2.495606 -2.377741 -3.647123 0.0 0.0 0.0
H 0.936042 -2.102019 -2.833988 0.1 -0.1 0.1
H 1.153358 -3.523297 -3.881576 0.0 0.0 0.0
H 2.779340 -4.456541 -2.274662 0.0 0.0 0.0
H 2.235901 -1.988584 -0.584228 0.0 0.0 0.0
H 3.755170 -2.307438 -1.475058 0.0 0.0 0.0
H 3.278819 -3.356097 -0.120772 0.0 0.0 0.0
H 1.739842 -6.268371 -1.778907 0.0 0.0 0.0
H -0.021114 -7.601472 -0.613996 0.0 0.0 0.0
H -1.765037 -6.368619 0.670373 0.0 0.0 0.0
H -2.748283 -4.679899 1.402991 0.0 0.0 0.0
H -0.874927 -2.375952 2.039401 0.0 0.0 0.0
H -1.059433 -3.905751 2.911067 0.0 0.0 0.0
H -2.376985 -2.705368 2.910641 0.0 0.0 0.0
H -2.611050 -2.064581 -0.128362 0.0 0.0 0.0
H -3.918423 -2.549821 0.965799 0.0 0.0 0.0
H -3.604138 -3.479074 -0.520884 0.0 0.0 0.0
```
Positions in Å, forces in eV/Å.

# 2
ORCA calculation (the ωB97M-V functional and the def2-TZVPD basis) on C40H57BFeN9O4S3 as an isolated structure in a non-equilibrium geometry.

Calculated values
- 2S+1: 6
- Electronic energy: -4834.78380 Ha
- Net charge: +2

XYZ file:
```
115
Properties=species:S:1:pos:R:3:forces:R:3
Fe 0.300387 -2.183670 1.591958 -0.2 -1.5 0.3
C 1.364053 -2.594236 -4.288755 0.1 -0.1 -0.1
C 0.714274 -1.505590 -3.511866 -0.8 0.2 -0.4
C -0.488021 -0.973516 -3.868323 0.7 -0.3 0.2
C -1.099621 -0.009285 -3.023029 0.4 0.0 0.4
N -0.473842 0.446102 -1.984144 -1.3 0.5 0.0
N 0.751625 0.022232 -1.659140 0.2 -0.5 -0.3
B 1.363659 0.800071 -0.530153 -1.4 0.0 -1.0
N 2.439766 0.204692 0.319425 1.4 -0.3 1.3
N 2.827534 1.160989 -0.531810 0.9 0.3 0.2
C 4.040159 1.619150 -0.632053 0.2 -0.1 0.0
C 4.989729 1.013431 0.236845 -0.4 -0.3 0.1
C 4.641960 0.020665 1.114980 -0.4 0.1 -0.2
C 5.610204 -0.615825 2.033172 0.2 -0.2 0.2
C 3.266710 -0.438381 1.155677 -0.5 1.2 -1.1
S 2.770658 -1.693178 2.141422 -1.2 -1.0 0.3
C 4.356149 2.731105 -1.586017 0.0 0.2 -0.3
C 5.378197 2.233717 -2.617302 -0.1 -0.1 0.1
C 3.080030 3.191494 -2.290184 0.2 -0.1 0.2
C 4.962612 3.895018 -0.787623 -0.1 -0.2 0.0
N 0.463085 1.886658 0.034694 -0.6 0.3 1.3
N 0.180787 2.867700 -0.830212 0.2 0.2 -0.7
C -0.523343 3.900544 -0.462122 0.1 -0.2 0.3
C -0.978680 4.019570 0.879747 0.3 -0.6 0.1
C -0.728827 3.018055 1.770734 0.0 0.2 -0.3
C -1.188984 3.060073 3.181091 0.0 0.1 0.1
C 0.012417 1.880458 1.313113 0.1 0.2 -1.0
S 0.352626 0.609633 2.361721 0.0 -1.1 0.3
C -0.834697 4.990050 -1.463786 0.1 0.2 -0.3
C -2.340417 5.295207 -1.427297 0.1 -0.1 0.0
C -0.434811 4.583184 -2.880638 -0.1 0.0 0.2
C -0.052416 6.253691 -1.072821 -0.1 -0.2 -0.1
C 1.357986 -1.004102 -2.329127 0.9 -0.2 0.4
S 2.800642 -1.663929 -1.807857 0.2 -0.3 -0.2
C -2.481913 0.521574 -3.307718 -0.2 0.2 0.1
C -2.418238 1.354399 -4.594628 0.0 -0.1 0.2
C -3.459482 -0.646852 -3.493472 0.1 0.2 0.1
C -2.945469 1.403558 -2.148241 0.0 -0.1 -0.2
H 0.866432 -2.742829 -5.241581 -0.1 0.0 -0.1
H 1.326129 -3.524228 -3.719210 0.1 0.0 0.0
H 2.416000 -2.379565 -4.466562 0.0 0.0 0.0
H -0.980845 -1.294982 -4.770762 -0.1 -0.1 -0.1
H 6.011747 1.349933 0.196246 0.2 0.1 0.0
H 6.575025 -0.119884 2.006988 0.0 0.0 0.0
H 5.745335 -1.665524 1.767055 0.0 0.0 -0.1
H 5.218381 -0.613309 3.051198 0.1 0.1 0.1
H 4.966421 1.421278 -3.212965 0.0 -0.1 -0.1
H 6.290250 1.887613 -2.138527 0.1 0.0 0.0
H 5.634082 3.054571 -3.281154 0.0 0.1 -0.1
H 2.645767 2.388744 -2.882068 -0.1 -0.1 -0.1
H 3.310817 4.017983 -2.953807 0.1 0.1 -0.1
H 2.335784 3.521933 -1.568725 0.0 0.1 0.0
H 5.907531 3.616102 -0.330085 0.1 0.0 0.1
H 4.283075 4.233394 -0.007100 0.0 0.1 0.1
H 5.148982 4.722401 -1.465629 0.0 0.1 -0.1
H -1.513889 4.900595 1.196390 -0.1 0.1 0.0
H -1.762505 3.960989 3.370606 0.0 0.1 0.0
H -0.333926 3.031420 3.854123 0.0 0.0 0.1
H -1.803488 2.188323 3.397158 -0.1 -0.1 0.1
H -2.929084 4.395738 -1.593580 -0.1 -0.1 0.0
H -2.581489 6.006559 -2.212641 0.0 0.1 -0.1
H -2.643821 5.735811 -0.481254 -0.1 0.1 0.1
H -0.975869 3.695165 -3.189752 0.0 -0.1 -0.1
H 0.628004 4.382175 -2.942478 0.2 -0.1 -0.1
H -0.672855 5.389218 -3.568637 0.0 0.1 -0.1
H -0.296326 6.584161 -0.067006 0.0 0.1 0.1
H -0.307327 7.051925 -1.764833 0.0 0.1 0.0
H 1.018941 6.079615 -1.134933 0.2 0.0 0.0
H -2.151264 0.744887 -5.454164 0.0 -0.1 -0.1
H -1.683014 2.150657 -4.502392 0.0 0.1 0.0
H -3.389691 1.802760 -4.780366 -0.1 0.1 -0.1
H -3.238769 -1.220916 -4.387757 0.0 -0.1 -0.1
H -4.470735 -0.261557 -3.590094 -0.1 0.0 0.0
H -3.431204 -1.316140 -2.637055 0.0 -0.1 0.1
H -2.236554 2.208566 -1.989479 0.0 0.1 0.1
H -3.014292 0.824072 -1.231908 0.0 0.0 0.2
H -3.921230 1.826439 -2.370538 -0.1 0.0 0.0
O 0.474686 -3.971288 2.845574 0.0 1.5 -0.1
C 0.405534 -5.154153 2.510098 0.0 -1.0 -0.4
C 0.392279 -5.677883 1.179360 -0.1 0.7 -0.6
C 0.477728 -7.066518 1.014165 0.1 -0.3 -0.3
C 0.598305 -7.611862 -0.242465 -0.1 0.9 0.3
C 0.619456 -6.792542 -1.379715 0.0 -0.3 0.3
C 0.467718 -5.440655 -1.250047 -0.1 0.7 0.4
C 0.338420 -4.817102 0.022343 0.4 -2.0 0.2
O 0.178804 -3.549309 0.109002 -0.2 3.1 1.2
N 0.697460 -9.054417 -0.395614 0.0 0.1 0.1
O 0.568566 -9.715817 0.606068 0.0 -0.4 0.3
O 0.895069 -9.474253 -1.507899 0.1 -0.3 -0.4
H 0.372745 -5.917517 3.305722 0.1 0.2 0.0
H 0.468002 -7.720216 1.875224 0.0 -0.1 0.0
H 0.745406 -7.260600 -2.345146 0.0 0.0 -0.1
H 0.433150 -4.799733 -2.115461 0.0 0.1 -0.1
C -1.838396 -0.343887 5.768031 -0.1 -0.2 0.0
C -2.243581 -1.806005 5.576880 0.3 0.3 0.2
N -3.120912 -2.034166 4.436199 0.5 -0.1 -0.4
C -4.539693 -2.167226 4.704932 -0.7 0.2 0.0
C -5.248835 -0.817719 4.795347 0.0 -0.2 0.0
C -2.614351 -2.050703 3.196402 -0.8 -0.2 0.0
C -3.499517 -2.331963 2.021551 0.1 -0.1 0.0
N -1.364549 -1.819179 2.943238 2.3 -0.2 -0.5
H -1.122239 -0.280041 6.582636 0.1 0.1 0.1
H -2.700356 0.262045 6.028460 -0.1 0.1 0.0
H -1.381879 0.073337 4.873485 0.1 0.1 -0.1
H -2.767142 -2.146088 6.469634 0.0 -0.1 -0.1
H -1.353349 -2.433822 5.462882 -0.1 -0.1 0.1
H -4.656890 -2.693956 5.653433 0.1 -0.1 -0.1
H -5.001992 -2.776662 3.929964 0.0 0.0 0.1
H -4.880309 -0.241184 5.637897 0.0 0.1 0.1
H -6.312259 -0.983284 4.940585 -0.1 0.0 0.0
H -5.110022 -0.233112 3.888444 0.0 0.0 -0.1
H -3.948717 -3.319063 2.101501 -0.1 -0.1 0.0
H -2.885064 -2.298989 1.122696 -0.1 0.0 0.0
H -4.296312 -1.595827 1.945430 -0.1 0.0 0.0
H -0.813974 -1.627191 3.780176 -0.3 0.1 0.0
```
Positions in Å, forces in eV/Å.

The records above yield energy above the lowest of the compared OMol25 structures with the same formula, charge and spin values of 57.6; 194.5 kJ/mol, respectively.